No. 1
Formula: C43H41BBr2FN5O5Tc
Source: the Open Molecules 2025 dataset
Level of theory: ωB97M-V/def2-TZVPD

Geometry as XYZ:
```
99
Properties=species:S:1:pos:R:3:forces:R:3
Tc 0.974 3.438 -0.217 0.0 -0.8 1.8
Br -5.007 6.475 -0.837 -0.2 0.1 0.0
Br 2.049 9.982 -0.579 0.0 0.2 0.0
F -0.498 -3.862 -0.975 -0.1 0.1 0.1
O -0.945 0.399 0.556 -0.2 0.0 -0.1
O 1.069 0.988 -0.667 -0.1 0.4 0.0
O 2.804 3.056 -0.965 0.6 0.1 0.0
O 4.958 2.487 -0.827 0.0 0.1 0.1
O -1.066 0.629 -1.739 -0.2 0.1 0.1
N 1.789 -5.454 -1.350 0.1 0.0 0.0
N 1.337 5.455 -0.179 0.1 0.1 -0.1
N -0.969 4.269 -0.420 -0.2 -0.1 -0.1
N 4.397 -1.426 -0.842 0.1 -0.2 0.0
N 1.696 -8.282 -1.679 0.1 0.3 0.0
C 2.930 -7.613 -1.121 -0.2 -0.1 -0.1
C 3.783 2.216 -0.832 -0.5 0.3 -0.1
C -2.257 0.136 0.131 0.3 -0.1 0.3
C 4.487 -0.112 -0.796 0.1 -0.1 0.0
C 2.579 5.955 -0.080 -0.1 -0.1 0.0
C -4.548 -0.450 0.238 0.0 0.0 0.0
C -3.388 5.584 -0.676 -0.1 0.1 0.0
C -5.426 -1.969 2.033 0.0 -0.1 0.1
C -3.492 0.067 -1.923 -0.3 0.0 -0.1
C 6.141 -2.451 -2.302 0.0 0.0 -0.1
C 3.057 -3.421 -1.081 0.3 -0.1 0.0
C 0.483 7.645 -0.519 -0.2 0.2 0.0
C 0.678 3.021 2.885 0.1 0.1 -0.2
C 0.393 2.698 5.612 0.0 0.0 0.0
C -0.516 2.502 3.399 -0.1 0.0 0.0
C 2.524 -6.325 -0.434 -0.2 0.0 0.0
C 1.994 -1.235 -0.832 -0.1 0.0 0.0
C -6.230 0.397 1.869 0.0 0.1 0.0
C 0.817 3.211 1.474 0.1 0.1 -1.4
C 3.151 -2.033 -0.905 0.3 -0.1 0.0
C -1.017 5.614 -0.491 0.3 0.1 0.1
C -0.652 2.339 4.765 0.0 0.0 0.0
C -2.125 3.593 -0.473 0.1 0.1 0.0
C 0.753 -1.914 -0.866 -0.1 0.2 0.0
C 3.398 0.749 -0.773 0.3 -0.1 0.0
C 1.847 -4.067 -1.139 -0.1 -0.3 -0.1
C 5.673 -2.209 -0.879 -0.2 0.1 -0.1
C -2.206 6.300 -0.618 0.1 0.2 0.0
C -5.781 -0.832 1.063 0.0 0.1 0.0
C -3.330 -0.223 0.900 -0.2 0.0 0.1
C -4.600 -0.298 -1.152 0.0 0.0 0.0
C 1.580 3.217 5.104 -0.1 0.0 0.0
C 1.729 3.377 3.739 0.1 0.0 0.0
C -3.351 4.204 -0.602 0.0 -0.2 0.0
C 1.769 8.157 -0.412 -0.1 0.2 0.0
C 2.144 0.189 -0.753 -0.4 -0.1 0.1
C 0.968 -7.353 -2.627 0.2 -0.1 0.1
C 0.586 -6.089 -1.882 0.1 0.0 0.1
C -6.941 -1.290 0.177 -0.1 0.0 -0.1
C 2.833 7.305 -0.188 0.2 -0.1 0.1
C 0.300 6.289 -0.396 -0.2 -0.2 0.0
C 0.696 -3.262 -0.995 0.0 -0.1 0.0
C -2.327 0.277 -1.237 0.2 -0.1 -0.3
B -0.295 0.683 -0.616 0.1 0.0 0.2
H -2.060 2.522 -0.389 0.0 0.0 0.0
H -5.534 -0.473 -1.668 0.0 0.0 0.0
H -5.441 0.740 2.548 -0.1 0.0 -0.1
H 1.072 -8.534 -0.910 -0.1 -0.1 0.1
H -0.135 -6.328 -1.091 0.0 0.0 0.0
H -4.972 -2.813 1.505 -0.1 0.0 0.0
H 1.918 -6.555 0.455 0.0 0.0 0.0
H 3.409 -8.302 -0.430 0.0 0.0 0.0
H -1.320 2.236 2.721 0.1 0.0 0.1
H 3.372 5.239 0.075 0.0 0.0 0.0
H 6.396 -1.630 -0.315 0.0 0.1 0.0
H -0.350 8.309 -0.699 0.1 0.0 0.0
H -0.207 -1.423 -0.761 0.2 -0.1 0.0
H 1.659 -7.141 -3.439 0.0 0.0 -0.1
H -7.315 -0.486 -0.464 0.0 -0.1 0.1
H 3.846 7.675 -0.107 0.0 0.0 0.0
H -7.108 0.153 2.473 0.1 0.0 -0.1
H 5.411 -3.027 -2.877 0.1 0.0 0.0
H 0.279 2.575 6.682 0.0 0.0 0.0
H 1.940 -9.156 -2.146 0.1 0.0 -0.1
H -6.333 -2.328 2.525 0.1 0.0 0.0
H -2.224 7.380 -0.661 0.0 -0.1 0.0
H -4.738 -1.645 2.820 -0.1 0.0 -0.1
H 3.588 -7.428 -1.965 0.0 0.0 0.0
H 5.476 0.328 -0.775 0.0 0.0 0.0
H 7.080 -3.004 -2.282 0.0 0.0 0.0
H -6.661 -2.138 -0.455 0.0 0.1 0.1
H -4.254 3.611 -0.641 0.0 0.0 0.0
H -1.571 1.941 5.176 0.0 0.0 0.0
H 6.318 -1.507 -2.820 0.0 -0.1 0.0
H -3.234 -0.322 1.975 0.0 0.0 -0.1
H 2.383 3.496 5.774 0.0 0.0 0.0
H -6.496 1.226 1.205 0.0 -0.1 0.1
H 3.429 -5.840 -0.083 0.0 0.1 0.0
H 0.098 -7.875 -3.014 -0.1 0.0 0.0
H 5.518 -3.130 -0.327 0.0 0.0 0.1
H 3.956 -4.003 -1.230 -0.1 0.1 0.0
H 0.089 -5.434 -2.590 0.0 0.0 0.0
H 2.645 3.781 3.322 -0.1 0.0 0.0
H -3.556 0.181 -2.999 0.0 0.0 0.1
H -7.770 -1.607 0.811 0.0 0.0 0.0
```
Positions in Å, forces in eV/Å.

Output
Relative energy (zero: lowest compared OMol25 entry of this formula, charge and spin): 0.897 eV
LUMO energy: -7.85 eV
2S+1: 1
HOMO energy: -14.63 eV
Charge: +3
HOMO-LUMO gap: 6.780 eV

Löwdin atomic charges, in units of e:
1. Tc 1.38
2. Br 0.90
3. Br 0.90
4. F 0.11
5. O 0.22
6. O 0.15
7. O -0.18
8. O 0.12
9. O 0.24
10. N -0.07
11. N -0.04
12. N -0.03
13. N 0.02
14. N 0.07
15. C -0.07
16. C -0.55
17. C -0.18
18. C 0.08
19. C -0.06
20. C -0.14
21. C -0.67
22. C -0.05
23. C 0.04
24. C -0.04
25. C 0.08
26. C -0.03
27. C -0.28
28. C -0.04
29. C -0.03
30. C -0.12
31. C 0.00
32. C -0.04
33. C -0.09
34. C -0.08
35. C -0.17
36. C -0.05
37. C -0.06
38. C 0.12
39. C 0.02
40. C -0.12
41. C -0.15
42. C -0.03
43. C -0.56
44. C 0.07
45. C 0.01
46. C -0.05
47. C -0.03
48. C -0.06
49. C -0.67
50. C -0.07
51. C -0.07
52. C -0.13
53. C -0.06
54. C -0.06
55. C -0.17
56. C -0.17
57. C -0.20
58. B -0.83
59. H 0.09
60. H 0.11
61. H 0.08
62. H 0.19
63. H 0.14
64. H 0.09
65. H 0.15
66. H 0.15
67. H 0.11
68. H 0.12
69. H 0.13
70. H 0.12
71. H 0.13
72. H 0.15
73. H 0.09
74. H 0.13
75. H 0.10
76. H 0.08
77. H 0.12
78. H 0.19
79. H 0.09
80. H 0.12
81. H 0.08
82. H 0.14
83. H 0.17
84. H 0.10
85. H 0.10
86. H 0.12
87. H 0.12
88. H 0.09
89. H 0.13
90. H 0.12
91. H 0.09
92. H 0.13
93. H 0.15
94. H 0.12
95. H 0.12
96. H 0.14
97. H 0.12
98. H 0.14
99. H 0.10

=====

No. 2
Formula: C4H4N4
Source: the Open Molecules 2025 dataset
Level of theory: ωB97M-V/def2-TZVPD

Geometry as XYZ:
```
12
Properties=species:S:1:pos:R:3:forces:R:3
N -1.362 1.137 -0.075 1.5 -2.8 1.4
N 1.420 1.199 0.100 -3.6 0.5 -1.1
N 1.262 -1.088 -0.095 4.6 -3.3 2.5
N -1.345 -1.234 -0.062 1.3 2.6 1.5
C 2.071 0.105 0.068 1.5 -2.8 0.5
C 0.058 0.739 -0.128 -1.5 -2.4 0.2
C -2.073 -0.120 0.177 0.1 0.3 -0.9
C -0.011 -0.719 -0.158 -3.0 4.7 0.2
H 1.632 -1.985 0.511 -1.4 2.9 -2.5
H -3.182 -0.207 0.620 2.7 0.6 -1.7
H 3.213 0.000 0.232 -2.3 0.2 -0.4
H -1.756 2.063 -0.190 0.1 -0.4 0.3
```
Positions in Å, forces in eV/Å.

Output
Relative energy (zero: lowest compared OMol25 entry of this formula, charge and spin): 2.104 eV
SMILES string: c1nc2[nH]cnc2[nH]1
LUMO energy: 0.98 eV
2S+1: 1
HOMO energy: -7.98 eV
HOMO-LUMO gap: 8.966 eV

Löwdin atomic charges, in units of e:
1. N 0.08
2. N 0.09
3. N 0.04
4. N 0.07
5. C -0.23
6. C -0.18
7. C -0.18
8. C -0.32
9. H 0.22
10. H 0.15
11. H 0.14
12. H 0.12

=====

No. 3
Formula: Br2Cu
Source: the Open Molecules 2025 dataset
Level of theory: ωB97M-V/def2-TZVPD

Geometry as XYZ:
```
3
Properties=species:S:1:pos:R:3:forces:R:3
Br -0.331 -1.565 0.069 -3.0 -7.6 -1.2
Br -0.244 1.504 -0.719 -0.5 3.4 -1.6
Cu 0.575 0.061 0.650 3.5 4.2 2.8
```
Positions in Å, forces in eV/Å.

Output
Relative energy (zero: lowest compared OMol25 entry of this formula, charge and spin): 1.593 eV
LUMO energy: 3.79 eV
2S+1: 1
HOMO energy: -3.12 eV
Charge: -1
HOMO-LUMO gap: 6.909 eV

Löwdin atomic charges, in units of e:
1. Br -0.12
2. Br -0.21
3. Cu -0.67

=====

No. 4
Formula: C6H10N2
Source: the Open Molecules 2025 dataset
Level of theory: ωB97M-V/def2-TZVPD

Geometry as XYZ:
```
18
Properties=species:S:1:pos:R:3:forces:R:3
N -1.291 -0.688 0.851 -0.2 -0.3 0.2
N -1.839 1.690 -1.727 1.6 -0.4 0.4
C -0.842 1.074 -1.569 -2.9 0.2 -1.2
C 1.053 -1.010 1.361 0.0 0.4 0.0
C -0.004 -0.595 0.378 -0.3 1.6 -0.5
C -0.274 -0.193 -2.001 1.3 -0.3 0.6
C 0.365 1.542 0.151 0.9 -0.8 1.4
C 0.174 -0.995 -1.032 -0.1 0.2 -0.6
H 0.986 -0.409 2.269 0.0 0.0 0.0
H 2.046 -0.885 0.933 0.0 0.0 0.0
H -0.195 -0.407 -3.059 -0.2 0.0 0.1
H 0.350 2.503 -0.357 -0.3 -0.3 -0.8
H -0.125 1.783 1.093 0.1 -0.3 0.3
H 0.701 -1.918 -1.243 -0.2 -0.1 0.0
H 1.426 1.323 0.275 0.1 0.1 0.4
H -2.017 -0.351 0.232 0.1 0.0 0.0
H -1.435 -0.403 1.810 0.1 0.0 -0.1
H 0.923 -2.060 1.635 -0.1 0.1 -0.1
```
Positions in Å, forces in eV/Å.

Output
Relative energy (zero: lowest compared OMol25 entry of this formula, charge and spin): 4.408 eV
LUMO energy (alpha / beta): 0.04 / 0.04 eV
2S+1: 1
HOMO energy (alpha / beta): -7.79 / -7.79 eV
HOMO-LUMO gap (alpha / beta): 7.825 / 7.823 eV

Löwdin atomic charges, in units of e:
1. N 0.12
2. N 0.15
3. C -0.37
4. C -0.05
5. C -0.43
6. C -0.07
7. C -0.06
8. C -0.07
9. H 0.09
10. H 0.09
11. H 0.11
12. H 0.03
13. H 0.03
14. H 0.12
15. H 0.02
16. H 0.10
17. H 0.10
18. H 0.09

=====

No. 5
Formula: C9H22Si2
Source: the Open Molecules 2025 dataset
Level of theory: ωB97M-V/def2-TZVPD

Geometry as XYZ:
```
33
Properties=species:S:1:pos:R:3:forces:R:3
Si -0.060 0.938 -2.874 1.3 -0.4 3.3
Si -0.823 -0.808 -0.935 -0.2 1.7 -1.2
C -1.076 -0.350 1.937 2.5 2.2 0.7
C 0.739 -0.364 3.629 1.7 3.1 -1.7
C 1.212 0.047 -3.897 0.0 0.4 -1.0
C 1.163 -0.864 1.106 1.2 -1.3 -0.3
C -0.462 0.432 3.179 -0.6 -1.9 -2.5
C -2.712 -0.745 -0.626 0.5 -0.5 -1.8
C -0.146 -0.183 0.731 1.0 0.7 1.1
C 1.775 -0.373 2.442 0.6 0.3 1.4
C 1.011 2.162 -1.692 -2.4 -1.1 0.2
H 1.578 1.384 -1.114 0.1 1.2 -0.5
H -1.175 -1.355 2.217 -0.5 -1.6 0.3
H -2.769 -1.254 0.297 -0.5 -0.3 1.3
H 1.847 -0.683 0.286 0.7 0.5 -0.1
H 0.169 0.916 0.768 -0.8 -1.1 -0.7
H -0.284 1.491 2.842 0.0 -0.9 0.8
H -3.234 -1.424 -1.333 0.1 0.8 0.1
H -1.963 0.132 1.768 -2.6 0.7 -0.6
H 2.082 0.692 2.428 0.0 -0.4 -0.8
H 0.515 -1.370 3.783 -0.7 -1.5 1.2
H -3.145 0.274 -0.590 0.3 -0.7 0.0
H -1.165 0.282 3.959 -1.0 0.8 0.8
H 0.771 -0.722 -4.539 0.4 -0.2 0.4
H 0.205 2.569 -0.975 1.4 -0.3 -0.9
H -1.156 1.665 -3.483 -0.4 0.1 -0.5
H 1.838 0.672 -4.538 -0.4 0.4 -0.3
H -0.302 -2.227 -1.195 -0.4 0.7 0.1
H 1.558 2.985 -2.188 -0.1 -0.7 0.4
H 2.725 -0.911 2.757 -1.2 0.3 -0.6
H 1.061 0.296 4.461 0.8 -1.4 0.1
H 1.143 -2.002 1.004 -0.5 1.2 0.8
H 1.972 -0.290 -3.209 -0.1 -0.8 0.4
```
Positions in Å, forces in eV/Å.

Output
Relative energy (zero: lowest compared OMol25 entry of this formula, charge and spin): 1.088 eV
SMILES string: C[SiH](C)[Si@H](C)C1CCCCC1
LUMO energy: 0.99 eV
2S+1: 1
HOMO energy: -8.43 eV
HOMO-LUMO gap: 9.421 eV

Löwdin atomic charges, in units of e:
1. Si 0.58
2. Si 0.66
3. C -0.22
4. C -0.21
5. C -0.31
6. C -0.27
7. C -0.19
8. C -0.27
9. C -0.47
10. C -0.18
11. C -0.27
12. H 0.00
13. H 0.10
14. H -0.02
15. H 0.08
16. H 0.11
17. H 0.13
18. H 0.02
19. H 0.06
20. H 0.11
21. H 0.09
22. H 0.04
23. H 0.09
24. H 0.02
25. H 0.03
26. H -0.09
27. H 0.02
28. H -0.03
29. H 0.01
30. H 0.12
31. H 0.12
32. H 0.12
33. H 0.01

=====

No. 6
Formula: C28H35FeN3O
Source: the Open Molecules 2025 dataset
Level of theory: ωB97M-V/def2-TZVPD

Geometry as XYZ:
```
68
Properties=species:S:1:pos:R:3:forces:R:3
Fe 0.481 0.225 1.105 -0.6 -1.8 -1.4
O -3.095 -0.007 0.193 -1.1 -0.1 0.0
N 2.713 -1.964 0.239 0.1 0.2 -0.7
N -1.662 -2.137 1.947 0.0 2.3 0.8
N 1.317 -1.295 -1.430 0.3 -0.1 0.9
C -1.513 -1.800 -1.741 -0.5 -0.1 0.3
C 1.102 0.796 -2.734 -0.7 -0.1 0.1
C 0.494 -0.307 -2.080 0.1 -0.1 -0.7
C 1.465 -1.537 -0.024 0.8 -1.6 0.6
C 0.020 0.291 4.246 -0.2 -0.3 0.2
C 0.291 1.632 -3.508 -0.2 -0.3 -0.1
C 0.352 1.029 2.997 0.1 1.5 0.0
C -0.882 -0.550 -2.241 0.1 0.3 0.1
C 1.669 1.231 2.444 -0.6 1.0 0.2
C -1.668 0.378 -2.926 0.4 0.1 -0.3
C -2.058 1.765 2.409 -0.5 -0.2 0.1
C 1.532 1.997 1.223 -0.6 0.5 0.7
C -0.484 3.010 -0.115 -0.2 0.1 -0.4
C -2.692 -2.961 2.193 -1.2 -2.2 -0.5
C 2.564 1.127 -2.709 0.7 0.3 0.1
C 2.946 0.799 3.078 0.2 -0.3 0.1
C -1.751 -4.695 0.813 -0.3 -1.6 -0.9
C -1.892 2.272 -4.572 -0.2 0.2 -0.1
C -2.795 -4.234 1.620 -0.5 1.5 1.1
C -0.643 -3.863 0.604 0.9 2.2 0.7
C 0.543 -1.659 1.132 -0.8 -1.2 -0.7
C -0.645 -2.586 1.197 1.4 -1.8 -1.5
C -1.081 1.423 -3.638 0.1 -0.1 0.4
C -0.601 1.688 2.139 1.0 0.9 0.2
C 0.118 2.266 1.023 0.3 0.4 1.4
C 3.363 -2.051 -0.954 -0.3 0.3 -0.5
C 2.536 -1.673 -1.983 0.5 -0.2 0.4
C 2.674 2.498 0.410 0.4 0.0 -0.2
H -2.144 1.717 -5.485 0.0 0.1 0.2
H -4.018 -0.072 -0.119 0.7 0.0 0.2
H 1.150 -1.816 2.050 0.0 0.1 -0.6
H -1.779 -5.689 0.362 -0.1 0.2 0.2
H 0.748 2.461 -4.055 0.0 -0.2 0.2
H -0.503 4.096 0.061 0.0 -0.2 0.0
H -3.679 -4.834 1.822 0.1 0.0 0.0
H -0.775 -0.444 4.058 0.2 0.1 0.0
H -2.531 -1.889 -2.138 0.2 0.0 0.0
H 3.290 3.207 0.986 -0.1 -0.1 -0.1
H -0.332 0.972 5.032 0.1 -0.1 -0.1
H -2.833 2.595 -4.115 0.1 0.0 -0.1
H 4.400 -2.361 -1.005 -0.2 -0.1 -0.1
H -3.050 -0.656 0.926 0.5 0.0 -0.2
H -2.274 2.416 3.268 0.1 0.0 -0.1
H -1.514 2.671 -0.281 0.2 0.1 -0.1
H 3.333 1.671 0.102 -0.1 0.3 0.0
H 0.895 -0.250 4.622 -0.2 0.1 0.0
H 0.212 -4.164 -0.007 -0.2 0.0 0.2
H -0.951 -2.701 -2.011 0.0 0.2 0.1
H 3.791 0.968 2.400 -0.1 -0.1 0.2
H -1.326 3.160 -4.868 -0.1 -0.1 0.0
H 0.079 2.824 -1.039 -0.2 0.1 0.2
H 3.100 0.707 -1.854 -0.2 0.0 -0.2
H -1.620 -1.757 -0.654 0.1 -0.2 -0.3
H 2.729 -1.604 -3.039 -0.1 0.1 0.0
H -3.465 -2.574 2.858 0.0 -0.1 -0.1
H 3.135 1.351 4.011 0.0 -0.1 -0.2
H -2.749 0.231 -2.953 0.3 -0.1 -0.1
H 3.073 0.782 -3.625 -0.2 0.0 0.3
H -2.455 0.771 2.650 0.1 0.2 -0.1
H -2.602 2.133 1.535 0.0 -0.1 0.2
H 2.703 2.219 -2.687 -0.1 -0.3 0.0
H 2.922 -0.271 3.325 0.1 0.2 -0.1
H 2.324 3.020 -0.488 0.1 -0.1 0.1
```
Positions in Å, forces in eV/Å.

Output
Relative energy (zero: lowest compared OMol25 entry of this formula, charge and spin): 0.000 eV
LUMO energy (alpha / beta): 2.65 / 2.62 eV
2S+1: 6
HOMO energy (alpha / beta): 0.04 / -4.13 eV
Charge: -1
HOMO-LUMO gap (alpha / beta): 2.606 / 6.749 eV

Löwdin atomic charges, in units of e:
1. Fe 0.77
2. O -0.08
3. N 0.09
4. N -0.01
5. N 0.03
6. C -0.04
7. C -0.20
8. C -0.12
9. C -0.32
10. C -0.04
11. C -0.04
12. C -0.29
13. C -0.18
14. C -0.29
15. C -0.01
16. C -0.05
17. C -0.28
18. C -0.03
19. C -0.24
20. C -0.07
21. C -0.04
22. C -0.20
23. C -0.06
24. C -0.16
25. C -0.11
26. C -0.21
27. C -0.38
28. C -0.28
29. C -0.27
30. C -0.27
31. C -0.17
32. C -0.11
33. C -0.05
34. H 0.08
35. H 0.05
36. H 0.12
37. H 0.06
38. H 0.12
39. H 0.08
40. H 0.07
41. H 0.07
42. H 0.08
43. H 0.08
44. H 0.08
45. H 0.08
46. H 0.09
47. H 0.02
48. H 0.08
49. H 0.08
50. H 0.07
51. H 0.07
52. H 0.10
53. H 0.09
54. H 0.07
55. H 0.07
56. H 0.06
57. H 0.06
58. H 0.05
59. H 0.11
60. H 0.07
61. H 0.08
62. H 0.12
63. H 0.09
64. H 0.07
65. H 0.06
66. H 0.08
67. H 0.08
68. H 0.07